Entry 1:
# C33H26Br4NO3P2RhS

C33H26Br4NO3P2RhS as an isolated structure (the ωB97M-V functional and the def2-TZVPD basis, the OMol25 dataset).

Structure (XYZ):
```
71
Properties=species:S:1:pos:R:3
Rh -0.525 -1.055 -0.082
Br -7.314 1.284 0.092
C -5.782 0.192 0.041
C -5.909 -1.222 0.023
Br -7.623 -2.004 0.014
C -4.788 -2.026 0.009
Br -4.909 -3.907 -0.042
C -3.482 -1.478 0.019
O -2.433 -2.178 -0.006
C -3.356 -0.024 0.033
O -2.196 0.480 0.047
C -4.531 0.766 0.020
Br -4.270 2.633 0.016
C 0.612 2.618 -0.022
C 0.068 2.012 1.288
P 0.404 0.241 1.653
C 2.048 0.206 2.439
C 2.432 -0.980 3.064
C 3.649 -1.067 3.719
C 4.500 0.030 3.746
C 4.135 1.202 3.105
C 2.916 1.291 2.450
C -0.630 -0.090 3.139
C -0.859 0.829 4.159
C -1.608 0.470 5.270
C -2.130 -0.811 5.380
C -1.913 -1.734 4.368
C -1.171 -1.371 3.254
C 0.127 1.979 -1.339
P 1.121 0.524 -1.839
C 0.016 -0.860 -2.279
C 0.409 -2.176 -1.919
C -0.374 -3.263 -2.330
C -1.544 -3.051 -3.032
C -1.938 -1.758 -3.379
C -1.168 -0.671 -3.017
C 2.010 0.904 -3.377
C 1.685 0.308 -4.594
C 2.426 0.600 -5.729
C 3.505 1.469 -5.651
C 3.846 2.048 -4.437
C 3.102 1.769 -3.302
H 1.703 2.626 -0.013
H 0.270 3.655 -0.036
H -1.020 2.084 1.285
H 0.442 2.604 2.127
H 1.767 -1.835 3.038
H 3.934 -1.989 4.210
H 5.448 -0.032 4.265
H 4.805 2.052 3.104
H 2.658 2.209 1.940
H -0.451 1.831 4.093
H -1.782 1.194 6.056
H -2.708 -1.089 6.252
H -2.324 -2.733 4.438
H -1.013 -2.086 2.453
H 0.224 2.706 -2.149
H -0.922 1.693 -1.262
H 1.393 -2.338 -1.489
H -0.054 -4.268 -2.091
H -2.165 -3.893 -3.307
H -2.850 -1.605 -3.941
H -1.456 0.332 -3.309
H 0.860 -0.389 -4.655
H 2.163 0.141 -6.673
H 4.092 1.681 -6.536
H 4.700 2.709 -4.373
H 3.384 2.200 -2.348
O 4.594 0.691 -0.697
S 3.643 -0.440 -0.702
N 2.106 0.160 -0.651
```

Computed properties:
Multiplicity: 5
Energy above the lowest of the compared OMol25 structures with the same formula, charge and spin: 22.1 kcal/mol
Gap between HOMO and LUMO (alpha / beta): 7.624 / 6.120 eV
Expectation value of S²: 6.034
Lowest unoccupied orbital energy (alpha / beta): 0.29 / -1.78 eV
HOMO energy (alpha / beta): -7.33 / -7.90 eV

Entry 2:
# C22H68N14O12

A 12-piece molecular cluster, C22H68N14O12 overall (the ωB97M-V functional and the def2-TZVPD basis, the OMol25 dataset).

Structure (XYZ):
```
116
Properties=species:S:1:pos:R:3
N -2.048 1.164 -3.692
C -1.314 2.042 -3.102
N -0.350 1.614 -2.364
O -1.420 3.393 -3.266
H -2.667 1.552 -4.456
H -1.916 0.170 -3.534
H 0.185 2.366 -1.979
H -0.051 0.694 -1.960
N 5.395 0.155 -2.462
C 4.180 -0.329 -2.641
N 3.337 0.615 -2.890
O 3.869 -1.624 -2.624
H 5.500 1.127 -2.494
H 6.284 -0.343 -2.383
H 2.391 0.243 -2.760
H 3.535 1.625 -3.053
N 4.261 -0.301 2.271
C 4.316 -0.384 1.015
N 5.349 0.233 0.484
O 3.559 -1.201 0.324
H 3.433 -0.689 2.680
H 4.758 0.459 2.804
H 5.355 0.082 -0.560
H 5.798 1.073 0.950
N 4.315 -3.560 0.799
C 5.396 -3.701 1.578
N 5.472 -2.756 2.483
O 6.244 -4.884 1.522
H 4.046 -4.302 0.182
H 4.063 -2.584 0.479
H 6.376 -2.918 2.839
H 5.104 -1.738 2.481
N 2.673 -2.262 3.652
C 1.586 -2.804 3.101
N 1.896 -3.451 2.035
O 0.235 -2.670 3.532
H 2.430 -1.632 4.492
H 3.609 -2.620 3.553
H 1.127 -3.782 1.453
H 2.824 -3.501 1.785
N 0.059 1.966 2.828
C 0.424 0.762 3.126
N -0.368 -0.152 2.760
O 1.665 0.578 3.682
H 0.806 2.676 2.930
H -0.499 2.001 2.025
H -0.146 -1.090 2.842
H -1.250 0.073 2.285
N 1.611 -1.982 -4.561
C 0.634 -1.042 -4.421
N 1.090 0.132 -4.351
O -0.736 -1.361 -4.226
H 1.227 -2.903 -4.693
H 2.503 -1.867 -4.013
H 0.458 0.918 -4.049
H 2.131 0.276 -4.229
C -5.750 -0.915 -0.724
C -4.440 -0.508 -1.389
C -4.043 -1.601 -2.398
O -4.497 0.531 -2.056
H -5.790 -1.855 -0.162
H -6.532 -0.877 -1.466
H -6.038 -0.115 0.005
H -3.660 -0.389 -0.582
H -4.826 -1.916 -3.076
H -3.861 -2.465 -1.845
H -3.102 -1.395 -2.939
H -3.642 0.866 -2.195
C -4.893 4.376 0.863
C -4.433 3.030 0.375
C -2.882 2.934 0.077
O -4.782 2.018 1.067
H -5.928 4.532 0.920
H -4.497 5.056 0.091
H -4.408 4.593 1.774
H -4.952 2.748 -0.578
H -2.633 1.999 -0.516
H -2.299 2.991 1.041
H -2.603 3.759 -0.550
H -5.733 1.937 0.982
C 0.366 3.386 0.171
C 1.765 3.345 -0.337
C 2.660 2.258 0.361
O 1.870 3.228 -1.553
H -0.058 2.346 0.189
H -0.225 4.004 -0.549
H 0.409 3.725 1.210
H 2.226 4.286 -0.082
H 3.486 1.851 -0.282
H 2.029 1.405 0.697
H 3.109 2.658 1.183
H 2.583 3.839 -1.914
C -3.366 -2.329 2.097
C -3.803 -0.846 2.302
C -3.797 -0.576 3.773
O -3.141 0.116 1.779
H -3.260 -2.470 1.043
H -4.055 -3.075 2.569
H -2.362 -2.530 2.377
H -4.829 -0.748 2.023
H -2.860 -0.610 4.122
H -4.368 -1.234 4.344
H -4.148 0.439 4.044
H -3.794 0.732 1.471
C -0.989 -0.657 -0.306
C 0.499 -1.028 -0.295
C 0.402 -2.539 -0.779
O 1.261 -0.416 -0.975
H -1.388 -0.733 -1.340
H -0.982 0.388 -0.027
H -1.710 -1.195 0.242
H 0.792 -0.939 0.744
H 0.167 -2.632 -1.871
H -0.336 -3.134 -0.239
H 1.353 -3.008 -0.677
H 2.030 -0.167 -0.395
```

Computed properties:
Multiplicity: 1
Energy above the lowest of the compared OMol25 structures with the same formula, charge and spin: 343.3 kcal/mol
Gap between HOMO and LUMO: 7.959 eV
Lowest unoccupied orbital energy: -0.97 eV
HOMO energy: -8.93 eV

Entry 3:
# C13H15N

An isolated molecule of C13H15N (the ωB97M-V functional and the def2-TZVPD basis, the OMol25 dataset).

Structure (XYZ):
```
29
Properties=species:S:1:pos:R:3
C -2.257 -2.809 -1.269
C -2.663 -1.553 -1.611
C -0.990 -3.046 -0.680
C -1.931 -0.446 -1.255
C -0.248 -1.966 -0.162
C -0.769 -0.593 -0.477
C 0.939 -2.089 0.451
C 1.964 -2.375 1.164
C 2.006 2.060 2.557
C 1.652 1.534 1.410
C 0.543 0.647 1.079
C -0.396 2.963 -0.790
C 0.261 1.577 -1.109
N 0.018 0.480 -0.150
H -2.902 -3.617 -1.716
H -3.614 -1.472 -1.942
H -0.814 -4.020 -0.300
H -2.369 0.454 -1.458
H 2.936 -2.305 0.878
H 1.965 -2.708 2.204
H 2.913 2.562 2.738
H 1.260 2.304 3.276
H 2.428 1.740 0.591
H 0.410 -0.161 1.829
H -1.458 2.983 -0.552
H 0.121 3.453 0.058
H -0.220 3.601 -1.614
H -0.088 1.165 -1.976
H 1.303 1.635 -1.172
```

Computed properties:
Multiplicity: 1
Energy above the lowest of the compared OMol25 structures with the same formula, charge and spin: 149.0 kcal/mol
Gap between HOMO and LUMO (alpha / beta): 5.642 / 7.016 eV
Lowest unoccupied orbital energy (alpha / beta): -0.35 / 0.34 eV
HOMO energy (alpha / beta): -5.99 / -6.67 eV

Entry 4:
# C3H4GaO4

C3H4GaO4 as an isolated structure (the ωB97M-V functional and the def2-TZVPD basis, the OMol25 dataset).

Structure (XYZ):
```
12
Properties=species:S:1:pos:R:3
C 0.788 0.349 0.415
O 1.989 0.432 0.616
O -0.187 0.526 1.428
C -1.384 0.713 0.800
O 0.212 0.739 -0.707
C -1.163 0.602 -0.530
Ga 3.125 0.958 1.761
H -1.786 0.836 -1.386
H -2.293 0.637 1.389
O 0.464 -1.773 -1.531
H -0.516 -1.543 -1.314
H 0.751 -2.474 -0.939
```

Computed properties:
Charge: +2
Multiplicity: 2
Energy above the lowest of the compared OMol25 structures with the same formula, charge and spin: 31.9 kcal/mol
Gap between HOMO and LUMO (alpha / beta): 8.494 / 3.903 eV
Expectation value of S²: 0.770
Lowest unoccupied orbital energy (alpha / beta): -10.26 / -14.75 eV
HOMO energy (alpha / beta): -18.75 / -18.65 eV

Entry 5:
# C32H30F6N3O9P2RbS2

C32H30F6N3O9P2RbS2 as an isolated structure (the ωB97M-V functional and the def2-TZVPD basis, the OMol25 dataset).

Structure (XYZ):
```
85
Properties=species:S:1:pos:R:3
Rb -0.213 -1.975 0.723
O -1.634 1.333 1.569
C -2.816 1.021 2.308
C -3.932 0.584 1.359
N -3.703 -0.636 0.616
C -3.432 -1.761 1.498
C -3.179 -3.131 0.790
O -4.076 -3.565 0.059
O -2.056 -3.653 1.048
C -2.784 -0.521 -0.499
C -3.119 0.545 -1.563
O -4.183 1.161 -1.526
O -2.215 0.736 -2.456
H -0.861 1.051 2.072
H -3.156 1.906 2.869
H -2.583 0.247 3.047
H -4.132 1.378 0.639
H -4.846 0.451 1.956
H -4.306 -1.916 2.144
H -2.585 -1.575 2.184
H -2.770 -1.488 -1.018
H -1.747 -0.336 -0.185
N 1.229 -1.190 -2.852
P 1.623 -2.530 -1.954
C 2.427 -3.670 -3.153
C 1.675 -4.706 -3.693
C 2.209 -5.546 -4.659
C 3.509 -5.364 -5.098
C 4.277 -4.335 -4.566
C 3.738 -3.499 -3.604
C 3.092 -2.025 -0.970
C 3.346 -0.678 -0.733
C 4.354 -0.293 0.139
C 5.123 -1.249 0.779
C 4.880 -2.598 0.542
C 3.871 -2.979 -0.322
P -0.381 -0.374 -2.618
C -0.694 -0.293 -4.434
C -1.235 0.837 -5.049
C -1.470 0.861 -6.415
C -1.193 -0.253 -7.195
C -0.669 -1.386 -6.593
C -0.413 -1.399 -5.229
C 0.414 1.241 -2.246
C 0.171 1.819 -1.004
C 0.894 2.926 -0.584
C 1.850 3.493 -1.415
C 2.073 2.950 -2.672
C 1.361 1.831 -3.078
H 1.928 -0.798 -3.475
H 0.657 -4.860 -3.352
H 1.604 -6.348 -5.064
H 3.924 -6.022 -5.851
H 5.296 -4.184 -4.902
H 4.345 -2.703 -3.185
H 2.730 0.073 -1.212
H 4.520 0.759 0.332
H 5.892 -0.950 1.480
H 5.464 -3.352 1.055
H 3.674 -4.034 -0.480
H -1.492 1.690 -4.439
H -1.885 1.754 -6.867
H -1.389 -0.240 -8.261
H -0.451 -2.270 -7.181
H 0.016 -2.287 -4.783
H -0.590 1.411 -0.349
H 0.699 3.339 0.398
H 2.416 4.356 -1.084
H 2.806 3.392 -3.337
H 1.543 1.414 -4.063
F 1.024 -1.764 5.743
C 0.395 -1.688 4.562
F -0.736 -1.002 4.732
F 0.067 -2.928 4.198
S 1.481 -0.897 3.243
O 0.634 0.123 2.664
O 1.846 -1.988 2.379
N 2.750 -0.396 3.970
S 2.815 0.921 4.838
O 1.629 1.187 5.596
O 4.100 0.990 5.464
C 2.860 2.317 3.590
F 3.331 1.916 2.408
F 3.675 3.287 4.048
F 1.658 2.860 3.414
```

Computed properties:
Charge: -2
Multiplicity: 1
Energy above the lowest of the compared OMol25 structures with the same formula, charge and spin: 14.3 kcal/mol
Gap between HOMO and LUMO: 6.524 eV
Lowest unoccupied orbital energy: 3.74 eV
HOMO energy: -2.78 eV

Entry 6:
# C6H11F2N4

C6H11F2N4 as an isolated structure (the ωB97M-V functional and the def2-TZVPD basis, the OMol25 dataset).

Structure (XYZ):
```
23
Properties=species:S:1:pos:R:3
C -1.198 0.335 -0.255
C -3.599 0.489 0.878
C -1.608 0.599 1.156
C 0.060 -1.485 -1.486
C 1.028 0.859 -1.143
C 0.222 -0.276 -0.561
N -1.952 0.569 -1.275
N -4.019 0.747 -0.312
N -3.094 1.116 -1.202
N -1.141 -0.273 2.217
F -4.224 -0.194 1.794
F -3.685 1.378 -2.398
H -1.759 1.652 1.313
H -0.539 -1.077 -2.218
H -0.293 -2.387 -0.978
H 1.009 -1.839 -1.870
H 0.606 1.367 -2.029
H 2.148 0.526 -1.368
H 1.072 1.637 -0.361
H 0.712 -0.575 0.442
H -0.131 -0.620 1.804
H -1.449 -1.203 2.344
H -1.167 0.134 3.169
```

Computed properties:
Charge: +1
Multiplicity: 1
Energy above the lowest of the compared OMol25 structures with the same formula, charge and spin: 149.0 kcal/mol
Gap between HOMO and LUMO: 8.688 eV
Lowest unoccupied orbital energy: -4.12 eV
HOMO energy: -12.81 eV

Entry 7:
# C27H35BrN4P2Tc

C27H35BrN4P2Tc as an isolated structure (the ωB97M-V functional and the def2-TZVPD basis, the OMol25 dataset).

Structure (XYZ):
```
70
Properties=species:S:1:pos:R:3
Tc 0.196 -0.916 -1.976
C -0.799 0.793 -1.174
C -1.456 0.321 -2.330
C -1.252 0.946 -3.701
C 0.077 0.638 -4.428
C 1.189 0.005 -3.639
C 1.676 0.563 -2.432
C 1.336 1.955 -1.939
C 0.011 2.090 -1.179
C 1.033 -0.952 -0.121
H -1.203 0.523 -0.187
H -2.399 -0.223 -2.206
H -1.413 2.035 -3.672
H -2.066 0.539 -4.327
H -0.179 -0.050 -5.249
H 0.427 1.571 -4.896
H 1.901 -0.593 -4.222
H 2.681 0.255 -2.134
H 1.326 2.670 -2.770
H 2.125 2.281 -1.248
H 0.223 2.388 -0.137
H -0.579 2.922 -1.599
H 0.876 -0.028 0.460
H 2.121 -1.076 -0.215
H 0.666 -1.783 0.499
P 1.370 -0.942 -7.397
P -2.035 -0.332 -7.264
N 2.763 0.087 -7.626
N 2.027 -2.276 -8.421
N -2.209 1.394 -7.534
N -3.626 -0.855 -8.040
C 0.373 -0.211 -8.779
C -1.079 -0.720 -8.802
C 3.675 0.385 -6.604
C 4.721 1.112 -7.149
C 4.459 1.272 -8.546
C 3.248 0.646 -8.813
C 2.241 -3.587 -7.971
C 2.740 -4.347 -9.020
C 2.837 -3.486 -10.164
C 2.415 -2.224 -9.758
C -1.908 2.387 -6.588
C -1.924 3.626 -7.203
C -2.318 3.418 -8.565
C -2.413 2.044 -8.761
C -4.511 -0.298 -8.965
C -5.585 -1.167 -9.153
C -5.307 -2.350 -8.396
C -4.080 -2.161 -7.775
H 0.793 -0.468 -9.768
H 0.429 0.887 -8.663
H -1.573 -0.321 -9.702
H -1.129 -1.823 -8.860
H 3.465 0.061 -5.592
H 5.579 1.486 -6.610
H 5.083 1.785 -9.267
H 2.703 0.577 -9.745
H 2.012 -3.832 -6.945
H 2.996 -5.392 -8.989
H 3.163 -3.749 -11.165
H 2.371 -1.314 -10.337
H -1.733 2.131 -5.562
H -1.648 4.565 -6.745
H -2.527 4.180 -9.303
H -2.577 1.495 -9.677
H -4.340 0.667 -9.421
H -6.469 -0.972 -9.747
H -5.933 -3.230 -8.308
H -3.478 -2.830 -7.177
Br -1.233 -2.855 -1.306
```

Computed properties:
Charge: +2
Multiplicity: 4
Energy above the lowest of the compared OMol25 structures with the same formula, charge and spin: 0.0 kcal/mol
Gap between HOMO and LUMO (alpha / beta): 5.287 / 2.835 eV
Expectation value of S²: 3.787
Lowest unoccupied orbital energy (alpha / beta): -6.93 / -9.38 eV
HOMO energy (alpha / beta): -12.22 / -12.22 eV

Entry 8:
# C26H48F3N5OSi3

A 2-piece molecular cluster, C26H48F3N5OSi3 overall (the ωB97M-V functional and the def2-TZVPD basis, the OMol25 dataset).

Structure (XYZ):
```
86
Properties=species:S:1:pos:R:3
C -7.797 1.136 -0.917
Si -6.053 1.358 -1.560
C -5.932 3.101 -2.292
C -4.767 1.101 -0.208
C -4.560 2.335 0.684
C -3.165 2.442 1.248
F -3.166 3.324 2.308
F -2.743 1.229 1.726
C -2.089 2.951 0.273
N -2.524 3.060 -0.956
N -1.675 3.506 -1.861
C -0.418 3.887 -1.651
C 0.357 4.397 -2.828
C -0.352 5.445 -3.694
F 0.220 6.682 -3.442
C 0.093 3.758 -0.341
N 1.421 4.135 -0.040
C -0.736 3.256 0.662
C -0.280 3.039 2.074
C 1.129 2.441 2.301
O 1.195 2.021 3.645
C 1.399 1.252 1.343
N 1.549 -0.037 1.984
C -5.788 0.152 -2.968
C -6.776 0.048 -3.945
C -6.624 -0.797 -5.027
C -5.476 -1.561 -5.150
C -4.491 -1.489 -4.184
C -4.649 -0.641 -3.106
H -8.458 1.738 -1.546
H -7.930 1.502 0.102
H -8.141 0.106 -0.985
H -6.819 3.691 -2.062
H -5.869 3.011 -3.377
H -5.041 3.634 -1.960
H -3.822 0.748 -0.621
H -5.122 0.286 0.427
H -4.776 3.273 0.174
H -5.220 2.294 1.551
H -2.072 3.562 -2.791
H 1.286 4.838 -2.477
H 0.618 3.528 -3.439
H -1.418 5.533 -3.472
H -0.241 5.220 -4.754
H 1.527 5.135 0.081
H 2.103 3.796 -0.705
H -0.960 2.349 2.558
H -0.377 3.989 2.609
H 1.888 3.203 2.130
H 1.336 2.793 4.202
H 0.606 1.202 0.589
H 2.322 1.500 0.811
H 0.925 -0.731 1.600
H 2.485 -0.399 1.857
H -7.682 0.636 -3.857
H -7.391 -0.866 -5.786
H -5.354 -2.217 -6.001
H -3.602 -2.098 -4.276
H -3.874 -0.602 -2.350
C 2.390 -4.324 2.589
Si 4.274 -4.109 2.702
C 4.702 -4.405 4.530
C 4.549 -2.247 2.405
N 5.034 -5.099 1.613
Si 6.659 -5.265 1.298
C 7.710 -5.860 2.767
C 7.517 -3.688 0.660
C 6.937 -6.554 -0.062
H 1.862 -3.669 3.293
H 2.043 -4.093 1.578
H 2.115 -5.357 2.815
H 4.030 -3.854 5.200
H 5.723 -4.089 4.760
H 4.614 -5.468 4.761
H 4.360 -2.018 1.351
H 5.568 -1.933 2.647
H 3.865 -1.648 3.023
H 7.804 -5.088 3.537
H 8.724 -6.132 2.452
H 7.249 -6.740 3.221
H 6.938 -3.256 -0.161
H 8.526 -3.901 0.288
H 7.613 -2.933 1.446
H 6.425 -6.254 -0.979
H 6.539 -7.523 0.248
H 8.001 -6.680 -0.291
```

Computed properties:
Multiplicity: 1
Gap between HOMO and LUMO: 1.734 eV
Lowest unoccupied orbital energy: -3.27 eV
HOMO energy: -5.01 eV